Record 1
The following is a quantum chemistry calculation of an isolated molecule of C6H11N in a non-equilibrium geometry, from the Open Molecules 2025 dataset.

Output
HOMO-LUMO gap	8.704	eV

Last column: Mulliken charge in e.
Atoms and positions in Å:
1 C -3.117 0.733 -0.634  -0.73
2 C -1.787 0.599 -0.839  -0.47
3 C -0.744 -0.007 -0.024  0.75
4 N -1.135 -1.191 0.620  -0.58
5 C 0.481 0.528 0.111  -0.78
6 C 1.626 -0.291 0.731  -0.24
7 C 2.904 -0.132 -0.085  -1.25
8 H -3.518 1.518 -1.272  0.24
9 H -3.988 0.130 -0.356  0.26
10 H -1.485 0.895 -1.850  0.31
11 H -0.721 -1.317 1.531  0.22
12 H -2.130 -1.313 0.710  0.26
13 H 0.822 1.455 -0.303  0.43
14 H 1.352 -1.344 0.842  0.25
15 H 1.772 0.018 1.765  0.34
16 H 3.545 -1.017 -0.191  0.34
17 H 3.493 0.667 0.369  0.27
18 H 2.630 0.068 -1.125  0.37

***

Record 2
The following is a quantum chemistry calculation of an isolated molecule of C6H11N in a non-equilibrium geometry, from the Open Molecules 2025 dataset.

Output
HOMO-LUMO gap	12.286	eV

Last column: Mulliken charge in e.
Atoms and positions in Å:
1 C -2.459 -0.206 -1.007  -1.29
2 C -1.411 0.072 0.067  -0.33
3 C 0.020 -0.139 -0.428  -0.87
4 C 1.066 -0.095 0.699  0.69
5 C 2.500 -0.266 0.183  -1.51
6 C 0.948 1.158 1.465  0.13
7 N 0.847 2.146 2.058  -0.48
8 H -3.470 -0.041 -0.620  0.37
9 H -2.323 0.447 -1.877  0.32
10 H -2.401 -1.244 -1.356  0.32
11 H -1.517 1.100 0.435  0.34
12 H -1.593 -0.583 0.931  0.29
13 H 0.108 -1.118 -0.918  0.37
14 H 0.272 0.616 -1.185  0.31
15 H 0.842 -0.909 1.402  0.21
16 H 2.583 -1.207 -0.371  0.38
17 H 2.772 0.555 -0.488  0.34
18 H 3.217 -0.287 1.009  0.40

***

Record 3
The following is a quantum chemistry calculation of C6H11N as an isolated structure in a non-equilibrium geometry, from the Open Molecules 2025 dataset.

Output
HOMO-LUMO gap	9.778	eV

Last column: Mulliken charge in e.
Atoms and positions in Å:
1 C -1.697 0.568 -0.194  -0.99
2 C -1.500 -0.911 0.080  -0.58
3 C -0.023 -1.202 -0.245  -0.78
4 C 0.809 -0.097 0.419  0.50
5 C 2.236 0.072 -0.093  -1.50
6 C 0.051 1.184 0.242  0.15
7 N 0.259 2.426 0.317  -0.74
8 H -2.550 1.003 0.370  0.43
9 H -0.857 2.163 0.149  0.53
10 H -1.869 0.767 -1.267  0.39
11 H -1.700 -1.134 1.139  0.29
12 H -2.167 -1.553 -0.511  0.33
13 H 0.294 -2.195 0.100  0.35
14 H 0.125 -1.169 -1.335  0.30
15 H 0.815 -0.286 1.505  0.22
16 H 2.847 -0.802 0.156  0.37
17 H 2.232 0.200 -1.183  0.34
18 H 2.694 0.965 0.350  0.39

***

Record 4
The following is a quantum chemistry calculation of a 2-piece molecular cluster, C6H11N overall in a non-equilibrium geometry, from the Open Molecules 2025 dataset.

Output
HOMO-LUMO gap	9.905	eV

Last column: Mulliken charge in e.
Atoms and positions in Å:
1 C -0.471 -0.790 2.406  -0.76
2 C -0.261 0.525 2.316  -0.05
3 C -0.688 1.380 1.218  0.20
4 C -0.401 2.686 1.210  -0.89
5 H -1.021 -1.250 1.592  0.21
6 H -0.087 -1.410 3.200  0.28
7 H 0.461 1.005 2.974  0.21
8 H -1.310 1.002 0.415  0.27
9 H -0.780 3.287 0.393  0.27
10 H 0.195 3.161 1.977  0.25
11 C -0.615 -0.686 -2.463  -0.31
12 N -0.022 -1.535 -1.744  -0.31
13 C 1.417 -1.656 -1.953  -0.67
14 H -1.695 -0.589 -2.405  0.30
15 H -0.072 -0.037 -3.158  0.22
16 H 1.923 -1.456 -1.009  0.23
17 H 1.786 -0.960 -2.716  0.30
18 H 1.639 -2.678 -2.256  0.24

***

Record 5
The following is a quantum chemistry calculation of an isolated molecule of C6H11N in a non-equilibrium geometry, from the Open Molecules 2025 dataset.

Output
HOMO-LUMO gap	12.378	eV

Last column: Mulliken charge in e.
Atoms and positions in Å:
1 C 1.165 2.306 0.424  -1.32
2 C 0.231 1.170 0.840  -0.35
3 C -0.239 0.328 -0.354  -0.87
4 C -0.623 -1.124 -0.005  0.62
5 C -1.087 -1.914 -1.238  -1.49
6 C 0.529 -1.802 0.616  0.13
7 N 1.452 -2.316 1.089  -0.47
8 H 1.497 2.881 1.294  0.37
9 H 2.058 1.900 -0.065  0.34
10 H 0.686 3.000 -0.276  0.31
11 H 0.764 0.530 1.553  0.36
12 H -0.638 1.573 1.377  0.30
13 H -1.107 0.796 -0.838  0.40
14 H 0.556 0.287 -1.111  0.32
15 H -1.427 -1.121 0.743  0.24
16 H -1.979 -1.447 -1.667  0.38
17 H -0.303 -1.928 -2.003  0.34
18 H -1.330 -2.949 -0.980  0.39

***

Record 6
The following is a quantum chemistry calculation of C6H11N as an isolated structure in a non-equilibrium geometry, from the Open Molecules 2025 dataset.

Output
HOMO-LUMO gap	9.421	eV

Last column: Mulliken charge in e.
Atoms and positions in Å:
1 C 2.442 0.061 -0.567  -1.15
2 C 1.408 -0.141 0.523  0.12
3 C 0.087 -0.812 -0.146  -0.15
4 C -1.339 -1.183 0.099  -0.52
5 C -1.242 1.170 -0.044  -0.35
6 C 0.105 0.580 0.435  -0.30
7 H 2.694 -0.834 -1.374  0.27
8 H 1.939 0.957 -1.135  0.29
9 H 3.135 0.680 0.097  0.34
10 H 1.819 -0.379 1.525  0.38
11 H 0.237 -0.696 -1.188  0.16
12 H -1.664 -2.340 -0.276  0.28
13 H -1.201 -1.279 1.288  0.18
14 H -3.017 -0.159 -0.439  0.31
15 H -1.310 2.303 -0.824  0.22
16 H -2.003 1.541 0.948  0.23
17 H -0.125 0.461 1.677  0.13
18 N -1.965 0.070 -0.598  -0.44

***

Record 7
The following is a quantum chemistry calculation of an isolated molecule of C6H11N in a non-equilibrium geometry, from the Open Molecules 2025 dataset.

Output
HOMO-LUMO gap	7.406	eV

Last column: Mulliken charge in e.
Atoms and positions in Å:
1 C -0.107 2.403 2.883  -1.09
2 C -0.552 1.195 2.044  -0.14
3 C -0.077 0.988 0.808  -0.26
4 C -0.648 -0.086 -0.141  -0.30
5 C 0.394 -1.031 -0.698  -0.73
6 C 0.727 -1.228 -2.014  -0.09
7 N 0.241 -2.179 -2.895  -0.43
8 H -0.905 3.135 2.860  0.27
9 H 0.800 2.856 2.469  0.29
10 H -0.036 2.023 3.902  0.32
11 H -1.297 0.500 2.426  0.31
12 H 0.962 1.306 0.627  0.27
13 H -1.254 0.368 -0.930  0.34
14 H -1.248 -0.650 0.592  0.16
15 H 0.624 -1.853 0.007  0.26
16 H 1.452 -0.534 -2.460  0.32
17 H 0.693 -2.162 -3.802  0.26
18 H 0.181 -3.141 -2.563  0.24

***

Record 8
The following is a quantum chemistry calculation of an isolated molecule of C6H11N, from the Open Molecules 2025 dataset.

Output
HOMO-LUMO gap	10.278	eV

Last column: Mulliken charge in e.
Atoms and positions in Å:
1 H -2.928 1.252 0.784  0.24
2 N -2.216 0.604 1.119  -0.71
3 C -1.439 0.157 0.237  0.77
4 C -1.469 0.489 -1.230  -1.21
5 C -0.353 -0.793 0.664  -0.81
6 C 1.013 -0.183 0.441  0.70
7 C 1.363 0.941 1.045  -1.06
8 C 1.919 -0.922 -0.495  -1.25
9 H -0.518 0.930 -1.524  0.27
10 H -1.616 -0.418 -1.814  0.30
11 H -2.270 1.190 -1.459  0.41
12 H -0.496 -1.012 1.723  0.32
13 H -0.443 -1.721 0.096  0.40
14 H 2.330 1.392 0.897  0.32
15 H 0.690 1.450 1.714  0.32
16 H 2.870 -0.409 -0.606  0.39
17 H 2.106 -1.927 -0.116  0.31
18 H 1.457 -1.020 -1.477  0.28

***

Record 9
The following is a quantum chemistry calculation of an isolated molecule of C6H11N in a non-equilibrium geometry, from the Open Molecules 2025 dataset.

Output
HOMO-LUMO gap	12.126	eV

Last column: Mulliken charge in e.
Atoms and positions in Å:
1 C 2.083 0.289 -0.032  -1.20
2 C 0.904 -0.689 -0.086  -0.65
3 C -0.480 -0.012 0.160  1.82
4 C -1.632 -1.033 0.424  -1.72
5 C -0.777 0.887 -1.064  -1.59
6 C -0.446 0.789 1.395  -0.16
7 N -0.525 1.323 2.418  -0.54
8 H 2.058 1.021 -0.847  0.30
9 H 3.037 -0.244 -0.107  0.38
10 H 2.085 0.841 0.914  0.34
11 H 1.063 -1.493 0.641  0.34
12 H 0.878 -1.165 -1.078  0.37
13 H -1.486 -1.648 1.325  0.37
14 H -2.613 -0.548 0.552  0.40
15 H -1.628 -1.655 -0.467  0.39
16 H -1.804 1.261 -1.068  0.42
17 H -0.102 1.748 -1.084  0.38
18 H -0.613 0.326 -1.995  0.34

***

Record 10
The following is a quantum chemistry calculation of an isolated molecule of C6H11N in a non-equilibrium geometry, from the Open Molecules 2025 dataset.

Output
HOMO-LUMO gap	11.757	eV

Last column: Mulliken charge in e.
Atoms and positions in Å:
1 C -0.717 -1.233 -1.551  -1.23
2 C -0.830 -0.744 -0.109  -0.66
3 C 0.308 0.201 0.358  1.55
4 C 0.109 0.560 1.850  -1.58
5 C 0.417 1.452 -0.476  -1.75
6 C 2.173 -1.333 0.517  -0.12
7 N 1.779 -0.350 -0.007  -0.34
8 H -0.797 -0.410 -2.270  0.30
9 H -1.518 -1.945 -1.777  0.39
10 H 0.242 -1.736 -1.713  0.32
11 H -0.905 -1.599 0.574  0.37
12 H -1.767 -0.169 0.011  0.35
13 H -0.031 -0.317 2.488  0.39
14 H 0.957 1.140 2.220  0.40
15 H -0.792 1.195 1.935  0.37
16 H 1.232 2.083 -0.093  0.41
17 H 0.654 1.203 -1.520  0.41
18 H -0.513 2.002 -0.438  0.41

***

Record 11
The following is a quantum chemistry calculation of an isolated molecule of C6H11N in a non-equilibrium geometry, from the Open Molecules 2025 dataset.

Output
HOMO-LUMO gap	9.944	eV

Last column: Mulliken charge in e.
Atoms and positions in Å:
1 C 1.418 1.105 -0.147  -0.72
2 C 0.743 0.447 -1.357  -0.63
3 C -0.441 -0.242 -0.607  -0.01
4 C -1.641 -1.308 -0.466  -0.50
5 N -1.314 -1.171 1.023  -0.57
6 C 0.043 -0.487 0.693  0.53
7 C 0.744 0.473 1.339  -0.96
8 H 2.404 1.134 -0.035  0.48
9 H 1.015 2.085 -0.305  0.28
10 H 0.527 1.124 -2.278  0.34
11 H 1.435 -0.351 -1.800  0.23
12 H -1.443 0.566 -0.569  0.07
13 H -1.584 -2.510 -0.665  0.22
14 H -2.745 -0.753 -0.605  0.29
15 H -1.765 -0.380 1.344  0.36
16 H 0.912 -1.243 0.444  0.05
17 H 1.472 0.145 1.976  0.32
18 H 0.222 1.366 2.015  0.23

***

Record 12
The following is a quantum chemistry calculation of an isolated molecule of C6H11N in a non-equilibrium geometry, from the Open Molecules 2025 dataset.

Output
HOMO-LUMO gap	8.526	eV

Last column: Mulliken charge in e.
Atoms and positions in Å:
1 C -1.745 0.053 0.756  -0.80
2 C -1.543 -1.007 -0.185  -0.61
3 C -0.187 -0.974 -0.399  0.10
4 N 0.668 -1.981 -0.788  -0.52
5 C 0.219 0.349 0.055  1.13
6 C 1.481 0.472 0.881  -1.57
7 C -0.017 1.553 -0.838  -1.38
8 H -1.356 -0.037 1.762  0.28
9 H -2.612 0.713 0.683  0.32
10 H -2.299 -1.616 -0.669  0.43
11 H 0.485 -2.920 -0.469  0.21
12 H 1.649 -1.765 -0.863  0.22
13 H 2.371 0.602 0.249  0.37
14 H 1.643 -0.401 1.516  0.36
15 H 1.428 1.359 1.519  0.40
16 H 0.840 1.692 -1.513  0.35
17 H -0.915 1.436 -1.444  0.39
18 H -0.110 2.473 -0.253  0.32

***

Record 13
The following is a quantum chemistry calculation of a 2-piece molecular cluster, C6H11N overall in a non-equilibrium geometry, from the Open Molecules 2025 dataset.

Output
HOMO-LUMO gap (spin up / spin down)	8.694 / 8.695	eV

Last column: Mulliken charge in e.
Atoms and positions in Å:
1 C 2.154 0.330 -0.080  -1.20
2 C 0.985 -0.673 -0.173  -0.53
3 C -0.377 0.023 0.073  0.77
4 C -2.048 -1.334 0.581  -0.75
5 C -0.750 0.925 -1.106  -1.43
6 C -0.466 0.664 1.344  -0.04
7 N -0.536 1.159 2.391  -0.54
8 H 2.135 1.080 -0.879  0.30
9 H 3.111 -0.196 -0.154  0.38
10 H 2.144 0.862 0.877  0.34
11 H 1.147 -1.467 0.562  0.34
12 H 1.005 -1.143 -1.171  0.38
13 H -1.769 -1.818 1.519  0.25
14 H -2.897 -0.659 0.711  0.26
15 H -1.373 -1.283 -0.273  0.34
16 H -1.779 1.285 -1.063  0.39
17 H -0.094 1.805 -1.080  0.39
18 H -0.591 0.438 -2.078  0.34